One molecule with the formula C20H22ClN3O7S. Source: the Open Molecules 2025 dataset; level of theory: ωB97M-V/def2-TZVPD.

```
54
Properties=species:S:1:pos:R:3:nbo_charge:R:1
C 6.31 0.01 -3.94 -0.610
C 6.57 0.43 -2.54 -0.089
H 7.30 -0.32 -2.24 0.187
H 7.02 1.48 -2.50 0.187
O 5.58 0.59 -1.75 -0.431
C 5.23 -0.80 -1.24 0.530
N 5.93 -1.93 -1.52 -0.455
C 5.38 -3.06 -1.39 0.031
C 4.33 -3.25 -0.52 -0.224
C 3.59 -2.09 0.01 -0.129
C 4.02 -1.07 -0.56 -0.240
C 3.36 0.30 -0.24 0.787
O 3.48 1.65 -0.54 -0.557
O 2.32 0.00 0.87 -0.591
C 1.56 1.25 1.20 -0.148
C 0.16 0.89 1.13 0.618
O -0.75 1.80 1.60 -0.702
N -0.10 -0.15 0.33 -0.522
C -1.51 -0.70 -0.26 0.182
C -2.55 -0.10 0.07 -0.283
C -3.72 -0.53 -0.49 -0.237
C -3.68 -1.99 -0.96 -0.195
C -2.61 -2.61 -1.24 -0.191
C -1.34 -2.06 -0.71 -0.094
Cl 0.02 -2.77 -1.36 0.074
H -2.67 -3.44 -1.71 0.212
H -4.69 -2.08 -1.22 0.225
S -5.37 0.23 -0.25 2.435
O -6.23 -0.66 0.20 -0.896
O -5.47 1.25 -1.16 -0.923
N -4.96 1.15 1.11 -0.745
C -5.05 0.65 2.38 -0.282
H -4.89 -0.53 2.36 0.185
C -4.05 1.34 3.51 0.024
H -4.21 0.89 4.51 0.167
O -4.41 2.44 3.47 -0.554
C -4.18 3.32 2.13 -0.062
H -4.28 4.13 2.63 0.201
C -5.11 2.60 1.23 -0.272
H -4.85 2.86 0.23 0.245
H -6.18 2.87 1.74 0.193
H -2.96 2.84 2.06 0.222
H -2.96 1.03 3.17 0.115
H -6.02 0.77 2.93 0.173
H -2.51 0.95 0.36 0.296
H 0.52 -0.62 0.06 0.352
H 1.65 1.39 2.49 0.222
H 1.80 2.21 0.93 0.270
H 2.70 -2.24 0.52 0.258
H 4.11 -4.36 -0.11 0.232
H 5.91 -3.96 -1.69 0.200
H 5.98 -0.99 -4.14 0.211
H 5.34 0.73 -4.43 0.177
H 7.18 0.21 -4.52 0.219
```

Values from the calculation:
SMILES: CCOc1ncccc1C(=O)OCC(=O)Nc1cc(S(=O)(=O)N2CCOCC2)ccc1Cl
2S+1: 1
HOMO energy, eV: -8.00
LUMO energy, eV: -0.7
Energy, a.u.: -2323.96210
Charge: 0